No. 1
A structure of composition C24H17F2IMnN3O2. Source: the OMol25 dataset; level of theory: wB97M-V/def2-TZVPD.

ΔE to the lowest compared entry with this formula, charge and spin in kJ/mol: 0.00
Spin multiplicity: 5
Orbital gap (spin up / spin down) in eV: 7.5 / 7.2
Total charge: 0
Electronic energy in a.u.: -2887.938696
LUMO level (spin up / spin down) in eV: -0.61 / -0.82

Atoms and positions in Å:
Mn -0.57955 0.87622 0.58960
O -1.03454 1.22961 -3.89657
C -1.63810 0.04820 -4.10919
C -1.94671 -0.27875 -5.43174
C -2.56824 -1.47218 -5.72622
C -2.89968 -2.37327 -4.71382
C -2.59764 -2.05585 -3.40831
C -1.96614 -0.85026 -3.07923
C -1.65894 -0.54057 -1.67191
O -1.08431 0.57419 -1.39585
N -2.00547 -1.44289 -0.75123
N -1.62484 -0.99778 0.45828
C -1.87530 -1.64244 1.53050
C -1.39197 -1.03594 2.77548
C -1.57060 -1.64391 4.01235
C -1.08717 -1.01203 5.14386
C -0.44393 0.20923 5.01681
C -0.30734 0.75361 3.75241
N -0.76519 0.14827 2.66057
H -0.89576 1.31222 -2.93016
H -1.68437 0.43065 -6.20493
H -2.80087 -1.70873 -6.75708
H -3.38856 -3.30833 -4.95003
H -2.84295 -2.73262 -2.60218
H -2.42154 -2.58141 1.53167
H -2.07986 -2.59618 4.06997
H -1.21203 -1.46761 6.11735
H -0.05494 0.73579 5.87612
H 0.18073 1.70851 3.59938
I 0.62208 3.32499 0.68560
C 2.51682 2.43168 0.57852
C 3.61868 3.23056 0.62150
C 4.89579 2.63543 0.53172
C 5.00417 1.28372 0.39772
C 3.85659 0.45279 0.35064
C 3.98341 -0.94777 0.19902
C 2.86969 -1.73065 0.14718
C 1.58531 -1.15230 0.25637
C 1.38304 0.20080 0.41273
C 2.55597 1.01949 0.45027
H 3.52509 4.30371 0.71802
H 5.77784 3.26081 0.56460
H 5.97953 0.81818 0.32073
H 4.97470 -1.37741 0.11852
H 2.96235 -2.80240 0.02047
H 0.73685 -1.82549 0.20308
F -2.37498 2.58834 2.12228
C -2.37757 1.89629 0.92053
F -2.58307 2.84653 -0.05731
H -3.26647 1.25693 0.93193

No. 2
A structure of composition C24H17F3InO4 in a non-equilibrium geometry. Source: the OMol25 dataset; level of theory: wB97M-V/def2-TZVPD.

ΔE to the lowest compared entry with this formula, charge and spin in kJ/mol: 406.11
Spin multiplicity: 1
Orbital gap in eV: 4.4
Total charge: +1
Electronic energy in a.u.: -1714.902072
LUMO level in eV: -6.56

Atoms and positions in Å:
In -17.24970 1.34064 -3.96207
C -17.96437 7.56872 3.83832
C -17.50617 6.60478 2.73418
C -18.17877 5.19675 2.69360
O -17.89414 4.46560 1.75217
C -19.19244 4.87072 3.70223
C -19.53559 5.85437 4.57130
C -18.89591 7.21107 4.73753
O -19.21866 7.94613 5.75156
O -20.43242 5.44586 5.44312
O -16.72745 7.00913 1.84642
H -17.42534 8.49841 3.94569
H -19.58614 3.86661 3.64588
F -16.02849 -4.10260 -0.76350
C -15.88321 -5.42989 -0.46110
C -14.67938 -6.00823 -0.88086
C -14.39614 -7.30294 -0.45083
C -15.39156 -8.07931 0.15038
C -16.65770 -7.52172 0.36090
C -16.88553 -6.17226 0.10615
H -13.92483 -5.39378 -1.34937
H -13.40388 -7.71637 -0.55517
H -15.37715 -9.15750 0.21124
H -17.41056 -8.11635 0.85691
H -17.85506 -5.73447 0.29256
F -23.39133 3.44591 -2.84261
C -24.81533 3.46345 -2.69169
C -25.64809 2.57269 -3.39519
C -26.99323 2.52806 -3.01500
C -27.51634 3.35305 -2.06794
C -26.68002 4.33121 -1.46356
C -25.31764 4.35714 -1.82583
H -25.32313 1.92187 -4.19347
H -27.60795 1.78798 -3.50573
H -28.52821 3.33945 -1.69066
H -27.06859 4.97108 -0.68511
H -24.62039 4.91474 -1.21812
F -14.25513 -3.19139 -7.86251
C -13.98782 -4.22799 -8.68891
C -14.59012 -5.45447 -8.54409
C -14.23950 -6.44217 -9.53540
C -13.44601 -6.16011 -10.59635
C -12.92907 -4.88708 -10.86220
C -13.17786 -3.97529 -9.81357
H -15.14486 -5.59285 -7.62784
H -14.72530 -7.40650 -9.51370
H -13.40748 -6.83486 -11.43873
H -12.49039 -4.58694 -11.80234
H -12.99836 -2.95270 -10.11101